This record from the Open Molecules 2025 dataset describes a molecular structure, C27H32Cl2InN2O4 in a non-equilibrium geometry. The level of theory is ωB97M-V with the def2-TZVPD basis set.

Last column: Löwdin charge in e.
Atoms and positions in Å:
In 0.7283 -0.1864 -0.5477  0.37
Cl 2.1857 1.6186 0.1321  0.11
N 1.2700 -1.2272 1.1490  0.08
N -0.0904 1.0348 -1.9928  0.08
C 1.4126 -2.4961 1.1837  -0.33
C -0.4923 0.6149 -3.1303  -0.33
C 1.3127 -0.7284 2.5735  -0.49
C 0.9493 -2.0210 3.3024  -0.06
C 0.3383 0.3848 2.8776  -0.08
C 2.7488 -0.3281 2.8915  -0.04
H -0.6708 0.1167 2.5848  0.06
H 0.6226 1.2900 2.3516  0.06
H 0.3602 0.5939 3.9472  0.09
H 3.4294 -1.1659 2.7445  0.09
H 2.8166 -0.0114 3.9322  0.09
H 3.0637 0.4891 2.2539  0.02
C -0.5714 2.4578 -1.8388  -0.49
C -1.7120 2.4500 -2.8557  -0.06
C 0.5438 3.3879 -2.3011  -0.04
C -1.0619 2.8078 -0.4533  -0.08
H -1.7953 2.0891 -0.1039  0.06
H -1.5137 3.7994 -0.4768  0.09
H -0.2356 2.8308 0.2488  0.05
H 0.8277 3.1750 -3.3311  0.09
H 1.4176 3.2752 -1.6707  0.02
H 0.2014 4.4213 -2.2478  0.09
O -1.3369 1.4115 -3.8054  0.03
H -1.8166 3.3834 -3.3986  0.13
H -2.6621 2.1563 -2.4105  0.14
O 1.3829 -3.0757 2.3946  0.03
H -0.1257 -2.1320 3.4408  0.14
H 1.4715 -2.1507 4.2444  0.13
C 1.6674 -3.3596 0.0210  -0.05
C -0.0634 -0.6253 -3.7939  -0.05
C -0.1277 -1.8759 -2.9594  -0.19
H 0.9781 -0.4743 -4.0972  0.15
H -0.6376 -0.7279 -4.7055  0.10
C 0.4428 -1.9416 -1.6850  -0.15
C 0.7069 -3.1956 -1.1258  -0.19
H 2.0214 -0.5179 -1.3552  -0.07
C 0.1777 -4.3552 -1.7090  -0.23
C -0.5380 -4.2371 -2.8888  -0.04
C 0.3687 -5.7203 -1.1132  -0.06
C -0.6617 -3.0286 -3.5536  -0.23
H -0.9710 -5.1258 -3.3307  0.10
C -1.3495 -3.0054 -4.8882  -0.06
H -1.7786 -3.9794 -5.1085  0.07
H -0.6646 -2.7651 -5.7027  0.08
H -2.1613 -2.2789 -4.9223  0.08
H 1.4094 -6.0459 -1.1490  0.08
H -0.2144 -6.4557 -1.6617  0.07
H 0.0504 -5.7662 -0.0719  0.08
H 1.7017 -4.3846 0.3665  0.10
H 2.6718 -3.1144 -0.3387  0.15
Cl 0.7186 5.8315 4.9718  0.61
C -0.2321 4.6096 4.1261  -0.67
C -0.7437 4.8777 2.8779  -0.11
C -1.4499 3.8873 2.1734  -0.04
C -1.6168 2.5224 2.6079  -0.07
C -1.2470 2.3863 3.9843  -0.06
C -0.5323 3.3833 4.7055  -0.10
C -2.1741 1.2460 1.7436  -0.35
O -3.3302 0.7777 2.1474  -0.05
O -1.3865 0.3821 0.7926  -0.30
H -0.5830 5.8622 2.4371  0.11
H -1.8368 4.2881 1.3000  0.06
H -1.4328 1.4635 4.5037  0.11
H -0.1806 3.1977 5.7131  0.10

Atomic forces in eV per Å
In -1.6150 0.7520 1.3151
Cl 0.6848 1.9311 1.0770
N 0.0794 -0.8397 2.7219
N -1.6542 2.0222 -1.2380
C -0.0485 0.4516 0.1351
C 0.0686 0.2900 0.3886
C -0.0528 -0.5396 -0.1293
C 0.1050 -0.1622 -0.1326
C 0.5823 -0.4914 0.4424
C 0.0396 -0.0194 0.0328
H 0.4757 -0.3286 0.2753
H 0.0815 0.0342 -0.0557
H 0.3364 -0.1278 0.0533
H 0.0638 -0.1256 -0.0319
H -0.0308 0.0248 0.1171
H -0.0037 0.1030 -0.1154
C -0.2183 -0.3575 -0.4195
C 0.0866 -0.1451 -0.1753
C 0.0125 0.0389 -0.0338
C 0.0029 0.3375 -0.6169
H 0.1140 0.2599 -0.4706
H 0.0949 0.1333 -0.3416
H 0.1076 -0.0460 -0.0267
H 0.0134 -0.0531 -0.1265
H 0.0972 -0.0718 0.1124
H -0.0748 0.1016 0.0105
O -0.0638 0.2643 0.0553
H -0.0131 0.0757 -0.0831
H -0.0618 -0.0284 0.0675
O 0.0174 0.1220 0.2305
H -0.0952 0.0249 -0.0111
H 0.0618 -0.0425 0.0855
C 0.0356 -0.0888 0.2054
C -0.0916 0.1339 -0.1246
C -0.2154 -1.1474 -0.0586
H 0.1693 0.0439 0.1029
H -0.1239 0.0202 -0.0885
C -2.0773 -1.3354 -0.0626
C -0.5593 -0.5669 -0.8205
H 4.5358 -0.7043 -2.4897
C 0.4120 0.2530 0.0591
C -0.1083 -0.1679 -0.0654
C -0.0172 -0.2012 0.0426
C 0.3740 0.3134 -0.0166
H -0.0522 -0.0853 -0.0404
C -0.1152 -0.0461 -0.1619
H -0.0508 -0.1185 -0.0083
H 0.0706 0.0374 -0.0505
H -0.0527 0.0733 0.0068
H 0.0935 0.0044 0.0024
H -0.0797 -0.0724 -0.0688
H -0.0158 0.0204 0.0903
H -0.0422 -0.1167 0.0923
H 0.0896 0.1788 -0.0786
Cl -0.3022 -0.4755 -0.1807
C -0.1623 -0.4465 0.1789
C -0.2908 -0.2960 -0.1749
C 0.6812 -1.0926 1.5783
C 0.3021 1.1952 0.2143
C 0.2733 0.6946 -0.7303
C -0.4493 -0.3694 -0.5036
C -2.2170 -5.1182 0.0004
O 4.9874 2.7166 -1.7183
O -2.9759 3.9397 3.4416
H -0.1969 -0.3110 0.0050
H -0.7339 -0.0604 -1.6477
H -0.1286 -0.1922 -0.0187
H -0.1592 -0.2001 -0.0234

Highest occupied orbital energy: -2.9 eV
Total charge: -1